Record 1
Computed, not measured: an isolated molecule of C5H3NO at a distorted geometry, with ωB97M-V/def2-TZVPD.

largest force on an atom: 1.85 eV Å⁻¹
relative energy (zero: lowest compared OMol25 entry of this formula, charge and spin): 4.864 eV
M: 93.08 g/mol
orbital gap (alpha / beta): 6.80 / 6.81 eV
E_LUMO (alpha / beta): -2.19 / -2.19 eV
net charge: 0

CARTESIAN COORDINATES (ANGSTROEM)
N: 2.953074 -0.713461 0.009895
C: 1.905579 -0.205786 -0.060876
C: 0.587176 0.256393 -0.219303
C: 0.006213 1.358068 0.400499
O: -1.162258 1.589085 0.713545
C: -1.760551 -0.769702 -0.210933
C: -0.605644 -1.202951 -0.409916
H: 0.830454 2.106930 0.492950
H: -2.726336 -0.321433 -0.083314
H: -0.027710 -2.097143 -0.632551

Cartesian forces (eV/Å) of the 2 atoms listed first:
N -0.9454 0.6331 -0.0531
C 0.5410 -0.7966 -0.0782

Charges in e, computed with Löwdin, in the same order as the atoms: 0.14, -0.28, -0.09, -0.35, 0.00, 0.22, 0.02, 0.15, 0.08, 0.12

Record 2
Computed, not measured: a structure of composition C5H3NO2 at a distorted geometry, with ωB97M-V/def2-TZVPD.

largest force on an atom: 6.11 eV Å⁻¹
relative energy (zero: lowest compared OMol25 entry of this formula, charge and spin): 3.291 eV
M: 109.08 g/mol
orbital gap: 8.66 eV
E_LUMO: -1.71 eV
net charge: 0

CARTESIAN COORDINATES (ANGSTROEM)
C: 1.290859 -0.338207 1.361902
C: 0.490345 -0.077937 0.087431
C: 1.121890 0.774344 -0.772347
C: -0.123555 1.351459 -1.613640
C: -0.975448 -0.336320 -0.384898
H: 2.410129 0.225172 1.273286
H: 2.445716 0.910353 -0.582260
H: 0.197451 2.344173 -2.041295
N: -1.278861 0.819167 -1.435438
O: 0.873476 -0.966709 2.322598
O: -1.739202 -1.215029 0.093359

Cartesian forces (eV/Å) of the 2 atoms listed first:
C -0.0207 -1.0139 0.6289
C 1.6918 1.2375 -0.4974

Charges in e, computed with Löwdin, in the same order as the atoms: -0.22, -0.16, 0.01, -0.13, -0.24, 0.15, 0.20, 0.12, 0.12, 0.05, 0.10

Record 3
Computed, not measured: an isolated molecule of C5H3NO2 at a distorted geometry, with ωB97M-V/def2-TZVPD.

largest force on an atom: 4.35 eV Å⁻¹
SMILES string: C#CC#CC(=O)NO
relative energy (zero: lowest compared OMol25 entry of this formula, charge and spin): 4.562 eV
M: 109.08 g/mol
orbital gap: 9.71 eV
E_LUMO: -0.35 eV
net charge: 0

CARTESIAN COORDINATES (ANGSTROEM)
C: 3.761253 0.132664 0.139705
C: 2.584352 -0.211708 -0.006798
C: 1.202965 -0.402632 -0.061284
C: 0.019205 -0.555897 -0.265708
C: -1.413696 -0.582308 -0.028096
O: -2.137689 -1.551969 0.012029
N: -1.782945 0.735192 0.419054
O: -1.114369 1.735449 -0.301086
H: 4.826902 0.020227 0.155064
H: -2.686344 0.906214 0.232824
H: -0.567949 2.178659 0.324282

Cartesian forces (eV/Å) of the 2 atoms listed first:
C -2.4751 -1.6961 -0.6116
C 1.6818 1.0908 0.6586

Charges in e, computed with Löwdin, in the same order as the atoms: 0.14, -0.12, -0.02, 0.10, -0.43, 0.11, 0.03, -0.03, 0.04, 0.08, 0.09

Record 4
Computed, not measured: an isolated molecule of C5H3NS at a distorted geometry, with ωB97M-V/def2-TZVPD.

largest force on an atom: 4.59 eV Å⁻¹
SMILES string: C#CC#CC(N)=S
relative energy (zero: lowest compared OMol25 entry of this formula, charge and spin): 0.884 eV
M: 109.15 g/mol
orbital gap: 8.18 eV
E_LUMO: -0.61 eV
net charge: 0

CARTESIAN COORDINATES (ANGSTROEM)
C: 3.958324 -0.345818 0.124160
C: 2.809302 -0.088595 -0.107219
C: 1.454406 0.091452 -0.152816
C: 0.259528 0.125454 -0.040874
C: -1.200004 0.319846 0.081729
N: -1.384373 1.703104 -0.020232
S: -2.256042 -1.015087 0.012754
H: 5.033126 -0.617689 0.208730
H: -2.428562 1.988601 -0.108904
H: -0.506611 2.334719 0.407863

Cartesian forces (eV/Å) of the 2 atoms listed first:
C 1.9070 -0.4293 -0.2684
C 0.2205 -0.1775 0.2976

Charges in e, computed with Löwdin, in the same order as the atoms: 0.13, -0.16, -0.05, -0.06, -0.87, 0.02, 0.59, 0.06, 0.14, 0.20

Record 5
Computed, not measured: a cluster of 2 separate species, C5H3O3 in total at a distorted geometry, with ωB97M-V/def2-TZVPD.

spin multiplicity: 3
largest force on an atom: 5.95 eV Å⁻¹
M: 111.08 g/mol
orbital gap (alpha / beta): 4.88 / 6.18 eV
E_LUMO (alpha / beta): 3.77 / 1.85 eV
net charge: -1

CARTESIAN COORDINATES (ANGSTROEM)
C: -1.108472 -0.076731 -0.345580
C: 2.527708 0.467003 -0.135402
C: -1.703287 1.039819 -0.400394
C: -1.478483 -1.413602 -0.200296
C: 1.538332 0.574114 0.646908
O: 3.466235 0.148949 -0.854409
O: -2.064766 2.158303 -0.562601
O: -2.538609 -1.919207 0.143871
H: -0.682883 -2.100783 -0.063044
H: 0.442868 0.229061 0.096689
H: 1.601356 0.893076 1.674255

Cartesian forces (eV/Å) of the 2 atoms listed first:
C -0.0515 -1.2040 0.0317
C 4.1835 -1.9653 -2.3187

Charges in e, computed with Löwdin, in the same order as the atoms: -0.13, -0.33, -0.31, -0.47, -0.04, 0.01, 0.03, 0.04, 0.07, 0.07, 0.05

Record 6
Computed, not measured: a structure of composition C5H3O3Tm at a distorted geometry, with ωB97M-V/def2-TZVPD.

spin multiplicity: 4
largest force on an atom: 5.46 eV Å⁻¹
relative energy (zero: lowest compared OMol25 entry of this formula, charge and spin): 0.928 eV
M: 280.01 g/mol
orbital gap (alpha / beta): 9.94 / 5.63 eV
E_LUMO (alpha / beta): -13.22 / -16.57 eV
net charge: +3

CARTESIAN COORDINATES (ANGSTROEM)
C: -1.907318 -0.384063 -0.184694
C: -2.949602 0.190974 0.368677
O: -3.759173 0.889377 0.806727
C: -1.413006 -1.663485 -0.765013
C: -0.622498 -1.267453 0.426496
O: 0.527653 -0.536522 0.336117
C: 1.003888 0.198589 1.760708
O: 2.128267 0.547934 1.577476
Tm: 2.795539 -0.024969 -0.560145
H: -2.053558 -2.540273 -0.634726
H: -0.912992 -1.565065 -1.736074
H: -0.675268 -1.819719 1.368823

Cartesian forces (eV/Å) of the 2 atoms listed first:
C 2.2443 -3.2751 0.4630
C -3.7719 3.5513 1.7256

Charges in e, computed with Löwdin, in the same order as the atoms: 0.13, 0.07, 0.43, 0.06, -0.17, -0.17, 0.22, 0.03, 1.85, 0.18, 0.17, 0.19